Entry 1:
Below is C35H39Ge2N2OReSSe as an isolated structure at a distorted geometry, with properties calculated with ωB97M-V/def2-TZVPD.

The LUMO energy is -7.368 eV. The calculation puts the energy relative to the best compared isomer or geometry (same formula, charge and spin) at 0.0 kJ/mol. The calculation puts the orbital gap at 6.29 eV. Its charge is +2. The calculation puts the HOMO energy at -13.65 eV.

Geometry as XYZ:
```
82
Properties=species:S:1:pos:R:3:forces:R:3:lowdin_charge:R:1
Re 0.606132 0.142380 -0.031440 1.0 0.4 -0.6 0.76
C 0.445268 -5.707084 5.666488 0.0 0.0 0.0 -0.01
C 0.501059 -4.371447 4.998209 0.0 0.0 0.0 -0.19
C 1.461104 -4.116112 4.009510 0.0 -0.1 0.1 0.02
C 1.518295 -2.916070 3.344937 0.1 -0.1 -0.1 -0.15
C 2.616371 -2.698484 2.346197 0.0 0.0 0.1 -0.01
C 0.543989 -1.916169 3.665512 0.2 -0.1 -0.1 -0.11
C 0.379498 -0.758257 2.906611 0.1 0.4 -0.4 -0.09
O 1.009558 -0.468317 1.824561 -0.4 -0.6 0.9 -0.24
C -0.397223 -2.135153 4.720854 -0.1 0.1 0.1 -0.17
C -1.395097 -1.089924 5.155043 0.0 0.0 0.0 -0.02
C -0.398236 -3.357662 5.350287 0.0 -0.1 0.1 0.01
H 1.433191 -6.163429 5.725394 0.0 0.0 0.0 0.10
H -0.188773 -6.379327 5.079323 0.0 0.0 0.0 0.09
H 0.021145 -5.638430 6.667544 0.0 0.0 0.0 0.10
H 2.196073 -4.880869 3.782976 0.0 0.0 0.0 0.13
H 3.393567 -3.451099 2.476882 0.0 0.0 0.0 0.10
H 3.063635 -1.711161 2.440985 0.0 0.0 0.0 0.08
H 2.249655 -2.782535 1.321810 -0.1 0.0 -0.1 0.06
H -0.365895 -0.040346 3.245662 0.0 0.1 -0.1 0.14
H -2.174881 -0.938840 4.404014 0.0 0.0 0.0 0.09
H -0.922486 -0.127161 5.353366 0.0 0.0 0.0 0.10
H -1.887530 -1.404736 6.071955 0.0 0.0 0.0 0.09
H -1.104834 -3.537175 6.153992 0.0 0.0 -0.1 0.13
Se -0.134760 1.829047 -1.172756 -0.1 0.1 0.0 0.48
C 0.194711 0.161899 -5.006802 0.0 0.0 0.0 -0.24
Ge 1.970310 -0.049588 -4.235977 0.1 0.1 0.1 0.68
C 3.057577 -1.340356 -5.211183 0.0 0.0 0.0 -0.24
C 2.887529 1.652719 -3.988706 0.0 0.0 0.0 -0.24
Ge 1.759492 -1.061174 -2.002179 -0.3 0.0 0.1 0.82
C 3.243989 -0.844174 -0.728733 0.0 0.1 0.0 -0.36
C 3.142747 0.319380 0.053726 -0.1 -0.2 0.0 -0.25
C 4.051496 0.610286 1.077852 0.0 0.0 -0.1 -0.05
C 5.096678 -0.263773 1.303850 0.0 0.1 0.0 -0.05
C 5.226229 -1.414932 0.525159 0.0 -0.1 -0.1 -0.04
C 4.303028 -1.716202 -0.465529 0.1 0.0 0.2 -0.09
C 1.030541 -2.870420 -2.013739 0.1 -0.1 0.0 -0.39
C 1.587841 -3.960272 -1.343371 -0.1 0.0 0.0 -0.13
C 0.952411 -5.198898 -1.355495 0.1 0.0 0.0 -0.07
C -0.246583 -5.359471 -2.037715 0.0 0.0 0.0 -0.07
C -0.806122 -4.283651 -2.718259 0.0 0.0 0.0 -0.07
C -0.168444 -3.050085 -2.707216 -0.1 -0.1 0.0 -0.13
H 0.281430 0.802344 -5.886165 0.0 0.0 0.0 0.03
H -0.506033 0.628682 -4.314367 0.0 0.0 0.0 0.00
H -0.211519 -0.799881 -5.318120 0.0 0.0 0.0 0.02
H 3.117058 -1.051800 -6.262118 0.0 0.0 0.0 0.03
H 2.619144 -2.337364 -5.151881 0.0 0.0 0.0 0.02
H 4.068562 -1.378041 -4.804552 0.0 0.0 0.0 0.03
H 3.045562 2.109057 -4.967739 0.0 0.0 0.0 0.03
H 3.859714 1.504179 -3.518264 0.0 0.0 0.0 0.03
H 2.311237 2.352712 -3.381948 0.0 0.0 0.0 0.00
H 2.480323 1.158252 -0.250440 -0.1 0.1 -0.1 0.04
H 3.967887 1.528348 1.646970 0.0 -0.1 0.0 0.13
H 5.827831 -0.043512 2.071960 0.0 0.0 0.0 0.12
H 6.064325 -2.080526 0.696103 0.0 0.0 0.0 0.12
H 4.428334 -2.617175 -1.053644 0.0 0.0 0.0 0.11
H 2.528667 -3.860061 -0.813963 0.0 0.0 0.0 0.08
H 1.405037 -6.042063 -0.846185 0.0 0.0 0.0 0.11
H -0.732710 -6.327518 -2.057547 0.0 0.0 0.0 0.11
H -1.731336 -4.409862 -3.267491 0.0 0.0 0.0 0.11
H -0.617340 -2.218395 -3.243479 0.0 0.0 0.0 0.09
S -4.649451 -3.635111 1.240900 -0.1 0.0 0.0 1.09
C -3.259564 -2.671679 0.841172 0.1 0.0 0.0 -0.48
C -3.481304 -1.360953 0.403097 -0.1 0.1 0.0 -0.06
C -2.423000 -0.547485 0.096047 0.3 0.0 0.0 -0.11
N -1.136828 -0.969948 0.151110 -0.2 -0.5 0.3 -0.14
C -0.928982 -2.256575 0.522591 0.0 0.1 -0.1 -0.13
C -1.934768 -3.111629 0.894447 0.0 0.0 0.0 -0.02
C -3.863412 -4.971429 2.110405 -0.1 0.1 0.0 -0.54
C -3.652084 -4.844352 3.474941 0.0 -0.1 0.1 -0.07
C -2.979682 -5.870891 4.123489 0.0 -0.1 -0.2 -0.13
N -2.521547 -6.955851 3.496750 -0.1 0.1 0.0 0.08
C -2.772097 -7.078965 2.192350 0.0 0.1 0.2 -0.11
C -3.447087 -6.114149 1.450593 0.1 -0.1 0.0 -0.07
H -4.485732 -0.961877 0.325471 0.1 0.0 0.0 0.13
H -2.580675 0.474704 -0.210684 0.0 0.0 0.0 0.09
H 0.093782 -2.619728 0.504206 -0.1 0.1 0.0 0.10
H -1.672911 -4.119716 1.186017 0.0 0.0 0.0 0.12
H -4.009040 -3.979792 4.020747 0.0 0.0 0.0 0.11
H -2.802217 -5.815677 5.192530 0.0 0.0 0.0 0.11
H -2.418120 -7.986355 1.715102 0.0 0.0 0.0 0.12
H -3.632113 -6.254273 0.392537 0.0 0.0 0.1 0.12
```
Positions in Å, forces in eV/Å.

***

Entry 2:
Below is C35H40BaBr2N6PS2 as an isolated structure, with properties calculated with ωB97M-V/def2-TZVPD.

The LUMO energy is 2.248 eV. The calculation puts the energy relative to the best compared isomer or geometry (same formula, charge and spin) at 7.0 kJ/mol. The calculation puts the orbital gap at 6.00 eV. Its charge is -1. The calculation puts the HOMO energy at -3.75 eV.

Geometry as XYZ:
```
87
Properties=species:S:1:pos:R:3:forces:R:3:lowdin_charge:R:1
Ba -1.033118 -0.407023 -0.825694 0.0 -0.4 0.3 1.29
Br 4.078349 0.083684 0.352040 0.1 0.0 0.1 0.59
C 2.811340 0.946694 -0.812839 0.1 0.0 -0.1 -1.11
Br 2.968939 0.379116 -2.635172 0.0 0.0 -0.1 0.59
H 2.978890 2.012703 -0.767081 0.0 0.1 0.0 -0.02
H 1.823665 0.695130 -0.465167 -0.1 -0.1 0.1 -0.06
N -0.403034 0.398940 3.701217 -0.1 -0.3 0.2 -0.13
P -1.110987 1.260166 2.391109 0.2 0.2 -0.2 1.01
C -2.314352 2.255512 3.345892 -0.1 -0.1 0.0 -0.37
C -1.932161 3.148789 4.350097 0.0 0.0 0.0 -0.10
C -2.891903 3.858139 5.054700 0.1 0.0 0.0 -0.09
C -4.239652 3.691055 4.755746 0.0 0.0 0.0 -0.10
C -4.627537 2.812176 3.756630 0.1 0.0 0.0 -0.08
C -3.668525 2.090975 3.051660 0.1 0.0 0.0 -0.10
C 0.177573 2.526153 2.069676 -0.1 0.1 -0.1 -0.37
C 1.524873 2.271319 2.299312 0.0 0.0 0.0 -0.10
C 2.491186 3.189513 1.901071 0.0 0.0 0.0 -0.10
C 2.120750 4.363180 1.264100 0.0 0.0 0.0 -0.09
C 0.776585 4.620972 1.021157 -0.1 0.0 0.1 -0.10
C -0.186227 3.708156 1.419224 0.1 0.1 0.1 -0.13
C 0.352413 -0.743414 3.487912 0.1 0.1 -0.1 -0.40
C 0.691880 -1.609980 4.538721 -0.1 0.1 -0.1 -0.03
C 1.507470 -2.685287 4.250766 0.0 0.1 -0.2 -0.08
C 1.964405 -2.869428 2.945196 0.0 -0.1 0.2 -0.07
C 1.576303 -1.963945 1.978417 -0.1 0.1 -0.2 -0.17
N 0.781035 -0.916627 2.236262 -0.1 -0.1 0.1 0.09
H -0.797303 0.531791 4.618485 0.1 0.0 0.0 0.10
H -0.878927 3.297355 4.563630 0.0 0.0 0.0 0.11
H -2.590554 4.551964 5.830960 0.0 0.0 0.0 0.10
H -4.986524 4.254530 5.302931 0.0 0.0 0.0 0.10
H -5.675396 2.684692 3.514435 0.0 0.0 0.0 0.10
H -3.971893 1.404973 2.266191 0.0 0.0 0.0 0.01
H 1.827510 1.341953 2.770070 0.0 0.1 0.0 0.09
H 3.537195 2.968285 2.076459 0.0 0.0 0.0 0.09
H 2.875260 5.071902 0.944927 0.0 0.0 0.0 0.10
H 0.479803 5.531564 0.513338 0.0 0.0 0.0 0.10
H -1.233873 3.912871 1.218112 0.0 0.0 0.1 0.10
H 0.317390 -1.428143 5.538491 0.0 0.0 0.0 0.10
H 1.785417 -3.377516 5.036031 0.0 0.0 0.0 0.10
H 2.603181 -3.700458 2.675724 0.0 0.0 0.0 0.09
H 1.871571 -2.075182 0.935345 0.0 0.0 0.3 0.03
S -2.596896 0.173509 -3.278620 -0.1 0.2 -0.1 0.32
C -4.049221 -0.674688 -2.723480 -0.1 0.0 -0.1 -0.75
C -4.729258 -1.440759 -3.685349 -0.1 0.0 0.1 -0.17
C -5.885877 -2.145901 -3.402604 0.1 0.0 0.0 -0.13
C -6.408685 -2.104767 -2.115153 0.0 0.0 0.1 -0.13
C -5.757091 -1.358063 -1.148269 0.0 -0.1 -0.1 -0.17
C -4.585087 -0.633035 -1.413770 -0.1 0.0 0.1 -0.74
S -3.892611 0.258929 -0.040737 0.0 0.2 -0.1 0.32
H -4.308708 -1.466015 -4.682861 0.0 0.0 0.0 0.08
H -6.371193 -2.723404 -4.181559 0.0 0.0 0.0 0.08
H -7.311896 -2.649065 -1.862348 0.0 0.0 0.0 0.08
H -6.150746 -1.317230 -0.140366 0.0 0.0 0.0 0.08
C -4.459380 3.535709 -3.052332 0.0 0.0 0.0 -0.07
C -3.387616 4.537879 -3.479142 0.1 -0.2 0.1 -0.41
C -2.573070 4.007812 -4.656014 0.0 0.0 0.0 -0.08
C -2.484926 4.930563 -2.300363 0.0 0.0 0.0 -0.11
N -1.465194 3.942958 -1.964694 0.0 -0.1 0.0 -0.09
C -1.578108 2.773086 -1.335448 0.1 0.2 -0.1 -0.25
N -0.379081 2.236316 -1.267266 0.2 0.2 -0.1 -0.12
N 0.465352 3.095210 -1.874335 -0.1 0.1 -0.1 0.00
N -0.170596 4.120311 -2.303098 -0.1 -0.1 0.2 0.07
H -5.130362 3.316606 -3.885928 0.0 0.0 0.0 0.08
H -5.060392 3.922929 -2.224620 0.0 0.0 0.0 0.08
H -4.018531 2.580991 -2.757178 0.0 0.0 0.0 0.03
H -3.879867 5.467326 -3.781687 0.0 0.1 0.0 0.13
H -2.135297 3.035494 -4.417036 0.0 0.0 0.0 0.05
H -1.771918 4.695538 -4.941264 0.0 0.0 0.0 0.08
H -3.225500 3.857373 -5.517913 0.0 0.0 0.0 0.08
H -3.091137 5.083395 -1.406811 0.0 0.1 0.0 0.13
H -1.928037 5.843662 -2.503353 0.0 0.0 -0.1 0.12
H -2.491762 2.330226 -0.946440 -0.1 0.0 -0.1 0.04
C 1.208833 -5.708410 -2.250643 0.0 0.0 0.0 -0.07
C 2.123587 -4.697987 -1.545413 0.0 0.0 0.0 -0.65
C 3.330732 -4.389241 -2.442158 0.0 0.0 0.0 -0.07
C 2.621495 -5.301151 -0.223718 0.0 0.0 0.0 -0.07
C 1.383471 -3.453213 -1.270047 0.0 0.1 0.1 -0.25
C 0.806085 -2.403362 -1.002687 0.2 -0.4 -0.3 -0.30
H 1.753090 -6.634902 -2.463367 0.0 0.0 0.0 0.07
H 0.839950 -5.295871 -3.190773 0.0 0.0 0.0 0.08
H 0.346559 -5.945250 -1.625542 0.0 0.0 0.0 0.08
H 3.902789 -5.301345 -2.645176 0.0 0.0 0.0 0.08
H 3.985093 -3.660875 -1.959862 0.0 0.0 0.0 0.08
H 2.998036 -3.964770 -3.390931 0.0 0.0 0.0 0.08
H 3.175568 -6.227834 -0.406190 0.0 0.0 0.0 0.07
H 1.778387 -5.520615 0.435469 0.0 0.0 0.0 0.08
H 3.283140 -4.596848 0.287555 0.0 0.0 0.0 0.07
```
Positions in Å, forces in eV/Å.

***

Entry 3:
Below is C35H40CaClN3O12S as an isolated structure at a distorted geometry, with properties calculated with ωB97M-V/def2-TZVPD.

The LUMO energy (spin up / spin down) is 0.074 / 0.074 eV. The calculation puts the energy relative to the best compared isomer or geometry (same formula, charge and spin) at 0.0 kJ/mol. The calculation puts the orbital gap (spin up / spin down) at 4.54 / 4.54 eV. Its charge is 0. The calculation puts the HOMO energy (spin up / spin down) at -4.47 / -4.47 eV.

Geometry as XYZ:
```
93
Properties=species:S:1:pos:R:3:forces:R:3:lowdin_charge:R:1
Ca -0.200928 -0.568571 -1.173938 0.5 -0.6 1.2 1.44
O 3.771534 -2.020779 -3.785260 -0.3 1.1 -1.0 0.08
C 2.560320 -2.317696 -3.272966 -1.4 -0.1 0.6 -0.47
O 1.537037 -2.285032 -3.935637 0.9 0.5 0.5 0.09
C 2.666687 -2.744434 -1.828168 1.2 0.0 -0.9 -0.25
C 3.688277 -3.696950 -1.694976 -1.3 1.7 -0.3 -0.07
C 3.696273 -4.431760 -0.515907 -0.8 -0.8 1.7 -0.09
C 2.807005 -4.073695 0.479845 1.7 -2.0 -1.3 -0.07
C 2.094606 -2.857656 0.329180 -2.4 3.1 6.2 -0.24
N 1.862269 -2.250708 -0.882385 -0.2 0.0 -1.9 0.04
C 1.615798 -2.250406 1.597492 2.5 -1.5 -7.7 -0.44
O 1.704016 -2.951492 2.691316 0.6 -2.9 2.7 0.05
O 1.074032 -1.028964 1.614163 -1.8 2.2 0.7 -0.03
H 3.563753 -1.544657 -4.623044 0.3 -0.7 0.4 0.14
H 4.319590 -3.844982 -2.531218 0.5 -0.5 -0.4 0.08
H 4.337860 -5.309607 -0.475447 -0.2 0.1 0.4 0.10
H 2.700531 -4.721967 1.364577 0.2 0.1 -0.7 0.10
H 2.072611 -3.859167 2.396250 -0.9 2.4 1.1 0.11
C 1.144449 2.632295 -5.529690 -0.4 -0.4 0.0 -0.01
O 0.671505 1.307023 -5.077843 0.0 1.2 -0.2 -0.01
C 0.771579 1.007478 -3.777086 -1.0 -0.9 -0.7 -0.57
O -0.113234 0.324438 -3.241206 1.0 0.8 -0.7 -0.11
N 1.889082 1.411851 -3.184879 0.6 0.3 -0.4 0.03
N 1.951518 1.230560 -1.805951 0.9 0.5 1.1 0.06
H 0.563194 2.818337 -6.452281 0.5 -0.1 0.5 0.10
H 2.228823 2.640248 -5.739234 -0.5 -0.2 0.0 0.09
H 0.919477 3.413589 -4.783618 -0.1 -0.5 -0.2 0.10
H 2.599095 1.933867 -3.716325 -0.7 -0.3 0.7 0.17
H 1.622276 2.106696 -1.371875 0.0 -0.3 0.1 0.06
H 2.936960 1.088710 -1.523964 -0.9 -0.2 -0.2 0.12
O -1.935108 3.979082 -0.213839 0.2 -1.0 -0.1 -0.31
Cl -1.088430 3.057782 -0.920046 2.4 0.4 0.0 0.71
O 0.338825 3.370116 -0.699958 -0.9 -0.1 0.7 -0.39
O -1.249812 3.202130 -2.344805 -0.9 -0.7 0.1 -0.34
O -1.280305 1.653630 -0.435576 -0.3 1.0 -0.8 -0.44
C -3.511662 -0.670072 2.955248 0.3 0.8 0.6 -0.17
C -3.755954 -2.096522 2.511346 -0.6 -0.3 -0.7 -0.16
C -2.689743 -2.353265 1.422112 0.6 0.1 -0.2 -0.16
O -2.068507 -1.072154 1.095742 -0.3 -0.4 0.7 -0.21
C -2.879038 -0.038572 1.724783 0.0 -0.2 -1.1 -0.18
H -2.805254 -0.660034 3.817629 -0.3 0.1 -0.6 0.11
H -4.422522 -0.114686 3.277672 0.6 -0.5 -0.3 0.12
H -4.769966 -2.205881 2.054449 0.7 0.0 0.5 0.12
H -3.645375 -2.772987 3.359037 -0.2 -0.2 -0.2 0.11
H -3.115461 -2.779960 0.499362 0.0 0.2 0.3 0.10
H -1.891961 -3.029788 1.765447 -0.2 0.3 -0.1 0.12
H -3.629909 0.181980 0.935876 0.0 0.4 0.7 0.11
H -2.243032 0.833771 1.909298 -0.1 -0.2 0.0 0.11
C 6.330455 1.642671 3.977347 -0.1 -0.2 -0.6 -0.09
C 6.446087 0.728385 2.902255 0.5 0.5 0.4 -0.08
C 5.331421 0.408368 2.156637 0.2 0.3 0.7 -0.05
C 4.083375 0.925049 2.535809 0.4 0.4 -0.2 -0.23
C 3.953091 1.873600 3.540514 1.1 0.3 0.4 -0.01
C 5.108873 2.230473 4.260747 -0.7 -0.4 -0.8 -0.08
C 3.023863 0.264719 1.838135 -2.3 0.4 -0.1 0.01
C 1.740323 0.102216 2.259544 1.4 -1.7 -2.1 -0.13
C 0.858914 0.943862 3.070316 -0.5 0.5 1.1 -0.16
C 0.221924 0.491354 4.259662 0.8 -0.2 -0.6 -0.01
C -0.548951 1.342272 5.036793 -0.4 -0.1 -0.4 -0.09
C -0.877494 2.604127 4.543268 0.4 0.6 -0.1 -0.09
C -0.263357 3.080192 3.383518 -0.1 -0.3 -0.2 -0.07
C 0.647573 2.277723 2.677410 -0.4 -0.1 0.1 -0.03
H 7.180232 1.964667 4.564480 0.2 -0.2 -0.1 0.09
H 7.419047 0.306554 2.639424 -0.3 0.1 0.2 0.10
H 5.338509 -0.282415 1.312208 0.3 0.1 0.3 0.11
H 3.010878 2.366633 3.751922 0.1 -0.2 0.0 0.10
H 5.031555 2.987434 5.013972 0.0 0.2 0.4 0.09
H 3.379512 -0.182113 0.903594 -0.6 -0.8 0.6 0.12
H 0.404173 -0.536658 4.573093 0.0 0.2 0.0 0.12
H -0.960549 1.001566 5.981874 0.0 0.0 -0.1 0.10
H -1.567979 3.278626 5.062233 0.3 -0.4 0.0 0.11
H -0.554298 4.062850 2.996464 0.3 -0.4 0.1 0.11
H 1.147208 2.684264 1.794388 -0.2 -0.2 0.2 0.11
C -5.290921 2.665094 -1.158973 0.2 0.0 0.8 -0.04
C -4.752743 1.393412 -1.786272 -0.1 0.4 -0.6 -0.24
C -5.186607 0.100961 -1.427320 0.6 0.7 0.1 -0.03
C -4.549108 -1.003093 -1.982433 0.5 0.7 -0.1 -0.07
C -3.557461 -0.782466 -2.945219 -0.7 0.9 -0.2 -0.42
C -3.194538 0.504473 -3.393668 0.0 -0.9 0.1 -0.08
C -3.787955 1.584772 -2.808433 -1.2 0.1 0.9 -0.04
S -2.443781 -2.032020 -3.387520 -0.5 -0.9 -0.7 0.98
C -3.621885 -3.490036 -3.477251 0.4 0.7 1.0 -0.20
O -1.649184 -2.125050 -2.112114 0.4 -0.6 0.4 -0.65
H -5.675469 2.506083 -0.124504 0.3 0.1 -0.7 0.09
H -6.095888 3.107980 -1.750327 0.0 -0.1 0.0 0.08
H -4.476873 3.414659 -1.114713 -0.4 -0.4 0.1 0.07
H -5.923981 -0.012417 -0.626548 0.2 0.0 -0.3 0.12
H -4.713846 -1.995493 -1.585532 -0.2 0.0 -0.1 0.10
H -2.393998 0.643418 -4.116550 -0.2 -0.2 0.1 0.11
H -3.514035 2.597455 -3.087280 0.0 -0.2 0.1 0.11
H -3.711759 -3.868777 -2.445017 -0.1 0.1 -0.4 0.06
H -3.156960 -4.239963 -4.096890 0.1 -0.2 -0.2 0.04
H -4.600177 -3.176513 -3.872716 0.5 0.0 0.1 0.06
```
Positions in Å, forces in eV/Å.

***

DFT total energy: -233284.7768, -217625.3105, -107772.2294 (eV)